1.
A cluster of 2 separate species, CH8N2 in total at a distorted geometry. Source: the OMol25 dataset; level of theory: ωB97M-V with the def2-TZVPD basis set.

ORCA input file:
```
! wB97M-V def2-TZVPD RIJCOSX def2/J DEFGRID3
* xyz 0 1
N -1.156 -2.529 -0.982
H -1.739 -3.243 -1.374
H -1.581 -1.638 -0.842
H -0.219 -2.786 -0.767
C 1.116 1.754 0.736
N -0.044 1.170 0.047
H 0.775 2.652 1.240
H 1.469 1.151 1.574
H 1.957 1.919 0.097
H 0.235 0.320 -0.403
H -0.813 1.229 0.675
*
```

Its HOMO energy is -9.04 eV. The calculation puts the largest force on an atom at 2.3 eV/Å. Its SMILES is CN.N. The calculation puts the LUMO energy at 1.0123 eV. As for the relative energy (zero: lowest compared OMol25 entry of this formula, charge and spin): 10.43 kcal/mol.

Let us look at the natural (NBO) charges, expressed in e, one per atom: -1.136, 0.373, 0.382, 0.381, -0.408, -0.855, 0.188, 0.158, 0.190, 0.363, 0.364

2.
A cluster of 3 separate species, CH8N2O2 in total at a distorted geometry. Source: the OMol25 dataset; level of theory: ωB97M-V with the def2-TZVPD basis set.

ORCA input file:
```
! wB97M-V def2-TZVPD RIJCOSX def2/J DEFGRID3
* xyz 0 1
N -0.674 -0.287 -1.992
C -0.183 -1.274 -1.208
N 0.633 -1.041 -0.240
H -0.403 0.663 -1.798
H -1.569 -0.454 -2.422
H -0.550 -2.284 -1.376
H 0.988 -1.934 0.098
H 1.216 0.836 -0.312
H 0.347 2.002 -0.105
O 1.260 1.817 -0.266
H -0.112 0.113 3.720
H -0.823 1.262 2.997
O -0.131 0.580 2.905
*
```

Its HOMO energy is -9.57 eV. The calculation puts the largest force on an atom at 1.7 eV/Å. Its SMILES is [H]/N=C/N.O.O. The calculation puts the LUMO energy at 0.8025 eV. As for the relative energy (zero: lowest compared OMol25 entry of this formula, charge and spin): 11.70 kcal/mol.

Let us look at the natural (NBO) charges, expressed in e, one per atom: -0.810, 0.285, -0.747, 0.402, 0.390, 0.153, 0.350, 0.492, 0.446, -0.961, 0.465, 0.466, -0.930

> The lowest relative energy (zero: lowest compared OMol25 entry of this formula, charge and spin) belongs to which entry?

CH8N2